Entry from the OMol25 dataset: a single C9H10N2O2 molecule in a non-equilibrium geometry (ωB97M-V with the def2-TZVPD basis set).

- HOMO-LUMO gap (eV) = 7.01
- energy relative to the best compared isomer or geometry (same formula, charge and spin) (kcal per mole) = 167.2
- DFT total energy (a.u.) = -608.69618
- HOMO (eV) = -7.2
- multiplicity = 1
- total charge = 0
- LUMO energy (eV) = -0.161

CARTESIAN COORDINATES (ANGSTROEM)
C  2.769717  1.081565  0.525900
C  3.296811  -0.265028  0.309787
C  1.453397  1.420286  0.293645
C  2.506689  -1.275599  -0.116613
C  -0.914296  0.637447  0.589838
C  0.488694  0.378563  -0.106231
C  1.088549  -1.010885  -0.064341
C  -1.840646  -1.316235  -0.411262
C  -3.293521  0.533424  0.167958
N  -1.929228  -0.090852  0.171945
N  0.463955  -2.094062  -0.050016
O  0.156682  0.749068  -1.524634
O  -0.885878  -2.239231  0.027927
H  3.508823  1.843734  0.723061
H  4.440407  -0.345156  0.143961
H  1.074071  2.455892  0.328884
H  2.836330  -2.330697  0.000371
H  -1.081986  1.594349  0.940168
H  -2.820460  -1.750327  -0.524025
H  -0.618593  0.172010  -1.806594
H  -3.540896  0.895468  -0.848576
H  -3.814498  -0.428275  0.380951
H  -3.344122  1.384542  0.847894

Cartesian forces (eV/Å) of the 6 atoms listed first:
C -1.88 0.74 -0.91
C 1.96 -0.13 -1.91
C 2.43 -0.10 0.78
C 1.26 0.57 2.36
C 2.12 -2.67 -1.16
C -2.20 0.87 -0.80